ORCA calculation (ωB97M-V/def2-TZVPD) on a cluster of 3 separate species, C43H52ClIN6O6S2 in total in a non-equilibrium geometry.

## Properties
**E**: -108943.3808 eV
**Multiplicity**: 1
**Structure (SMILES)**: CCCCNc1c(N=C=S)c2c(c(CCCCOC)c1[C@@H](I)CC)Nc1c(ccc(CCCCNC(C)=O)c1Cl)S2.O=[N+]([O-])c1ccccc1.O=[N+]([O-])c1ccccc1
**Gap between HOMO and LUMO**: 7.540 eV
**Highest occupied orbital energy**: -8.21 eV

Each line ends with the Mulliken charge.
Positions of all 111 atoms, in Å:
C1 0.1188 4.0962 3.0527  -0.956
C2 -1.2004 3.3109 3.4134  -0.616
C3 -1.4540 2.0356 2.4757  0.475
C4 -2.6553 2.4153 1.5336  -1.023
N1 -3.3343 1.2731 0.8903  0.324
C5 -2.4590 0.4590 0.0769  -0.636
C6 -1.8873 1.1116 -1.1235  -0.086
N2 -2.1686 2.5020 -1.5104  -0.522
C7 -3.3125 2.5054 -1.9726  0.413
S1 -4.7941 2.9570 -2.4254  -0.303
C8 -0.9952 0.3420 -1.9759  0.998
C9 -0.6800 -1.0531 -1.7125  -1.311
C10 -1.2894 -1.7000 -0.5281  0.700
C11 -0.8876 -3.1987 -0.3139  -1.391
C12 0.5141 -3.1917 0.4274  -0.214
C13 0.6753 -4.2780 1.5584  -0.374
C14 1.8879 -3.7925 2.4650  -0.436
O1 2.3362 -4.7914 3.3859  -0.373
C15 2.1031 -4.4343 4.7568  -0.548
C16 -2.1805 -0.9633 0.4005  0.598
C17 -2.7819 -1.7249 1.6101  -0.821
I1 -1.5153 -1.6032 3.4094  0.015
C18 -4.3133 -1.3726 1.9156  -0.359
C19 -4.5232 -0.4508 3.1791  -1.177
N3 0.1823 -1.8241 -2.5989  0.376
C20 1.4047 -1.1281 -2.9482  -0.929
C21 1.4374 0.2846 -3.3920  0.680
C22 2.6766 0.9543 -3.7279  -0.917
C23 3.9318 0.1938 -3.6395  -0.364
C24 3.9614 -1.2163 -3.2502  0.465
C25 5.3238 -1.9793 -3.2035  -1.018
C26 6.4873 -1.0941 -2.5635  -0.785
C27 6.3371 -1.0631 -0.9770  -0.418
C28 5.7520 0.3284 -0.4699  -0.482
N4 6.4181 0.6970 0.8317  -0.365
C29 5.6239 1.7800 1.4425  0.520
C30 5.2770 1.7155 2.9761  -0.860
O2 5.2056 2.6980 0.7725  -0.521
C31 2.6719 -1.8564 -2.9011  0.754
Cl1 2.7815 -3.5931 -2.4354  -0.245
S2 -0.2070 1.0939 -3.4502  -0.351
H1 0.0935 5.0569 3.6707  0.247
H2 0.1606 4.3677 1.9698  0.226
H3 0.9991 3.5162 3.4253  0.324
H4 -1.2139 3.0035 4.4947  0.379
H5 -2.0469 4.0549 3.3131  0.227
H6 -1.8283 1.2392 3.1686  -0.300
H7 -0.5076 1.7702 1.9466  0.334
H8 -3.4273 2.9097 2.1943  0.526
H9 -2.2954 3.2178 0.8324  0.293
H10 -4.1865 1.5436 0.4002  0.337
H11 -1.6781 -3.8110 0.1784  0.809
H12 -0.7106 -3.6730 -1.3100  0.301
H13 1.2986 -3.4115 -0.3450  -0.444
H14 0.7539 -2.1602 0.8128  0.473
H15 1.0646 -5.2075 1.0498  0.240
H16 -0.2496 -4.4859 2.1496  0.264
H17 2.7465 -3.6169 1.7466  0.035
H18 1.6687 -2.7928 2.9248  0.364
H19 1.4133 -3.5644 4.8980  0.228
H20 3.1053 -4.2262 5.2326  0.229
H21 1.6091 -5.3224 5.2434  0.244
H22 -2.7877 -2.8224 1.3724  0.433
H23 -4.8950 -2.3187 2.0919  0.327
H24 -4.7900 -0.8463 1.0473  0.334
H25 -3.8002 0.3934 3.2390  0.171
H26 -5.5459 0.0209 3.0704  0.354
H27 -4.5623 -1.0471 4.1279  0.371
H28 -0.3554 -1.9455 -3.4681  0.359
H29 2.6518 2.0236 -4.0227  0.394
H30 4.8648 0.7507 -3.8856  0.280
H31 5.2800 -2.9002 -2.5601  0.317
H32 5.6010 -2.3516 -4.2296  0.418
H33 7.4393 -1.6512 -2.7830  0.368
H34 6.4861 -0.0504 -2.9594  0.395
H35 5.6968 -1.9006 -0.6002  0.180
H36 7.3385 -1.1836 -0.4758  0.384
H37 5.9895 1.1667 -1.1796  0.285
H38 4.6406 0.2787 -0.3406  0.300
H39 7.3238 1.1261 0.6094  0.283
H40 5.5488 2.7167 3.4074  0.301
H41 5.9238 0.9391 3.4563  0.295
H42 4.1874 1.4976 3.1008  0.192
O3 -1.6048 -5.3955 -1.8499  -0.627
N5 -2.6359 -5.0732 -2.4130  1.160
O4 -3.5972 -4.5710 -1.8554  -0.632
C32 -2.7273 -5.3069 -3.8575  0.110
C33 -1.6659 -5.9092 -4.5196  -0.210
C34 -1.7650 -6.1503 -5.8826  -0.633
C35 -2.9155 -5.7862 -6.5716  -0.354
C36 -3.9686 -5.1746 -5.9020  -0.525
C37 -3.8776 -4.9329 -4.5385  -0.326
H43 -0.7656 -6.1964 -3.9913  0.465
H44 -0.9458 -6.6254 -6.4084  0.376
H45 -2.9923 -5.9808 -7.6355  0.381
H46 -4.8625 -4.8897 -6.4433  0.377
H47 -4.7042 -4.4588 -4.0249  0.448
O5 -2.4613 7.4922 4.8612  -0.617
N6 -1.8034 7.4233 3.8381  1.091
O6 -0.6134 7.1641 3.7975  -0.628
C38 -2.4892 7.6725 2.5659  0.078
C39 -3.8365 8.0067 2.5700  -0.397
C40 -4.4758 8.2641 1.3655  -0.437
C41 -3.7695 8.1820 0.1714  -0.438
C42 -2.4236 7.8366 0.1768  -0.540
C43 -1.7771 7.5806 1.3779  -0.194
H48 -4.3949 8.0731 3.4949  0.452
H49 -5.5254 8.5322 1.3570  0.382
H50 -4.2703 8.3889 -0.7677  0.391
H51 -1.8772 7.7707 -0.7563  0.394
H52 -0.7276 7.3152 1.3723  0.454